Record 1
Below is a cluster of 15 separate species, C58H159N13O15 in total in a non-equilibrium geometry, with properties calculated with ωB97M-V/def2-TZVPD.

The HOMO energy comes out at -8.82 eV. The HOMO-LUMO gap comes out at 9.4 eV. Its total charge is 0. The value obtained for the LUMO energy is 0.022 Eh. As for the max |F|: 3.3 eV Å⁻¹.

Geometry as XYZ:
```
245
Properties=species:S:1:pos:R:3:forces:R:3
C 3.492 1.520 -4.480 0.9 -0.8 2.4
C 2.164 0.925 -4.847 0.8 -0.2 -2.1
C 1.782 1.679 -6.116 -1.2 0.9 0.1
O 2.349 -0.459 -5.070 0.1 -0.6 -0.3
H 3.517 2.565 -4.224 -0.4 0.7 -0.7
H 4.162 1.269 -5.295 0.3 0.2 0.0
H 3.921 1.131 -3.519 -0.3 -0.5 -0.8
H 1.370 0.984 -4.184 -1.3 0.8 1.9
H 0.840 1.348 -6.588 0.5 0.0 0.5
H 2.580 1.590 -6.832 0.4 -0.1 -0.4
H 1.676 2.767 -5.852 0.0 -0.9 -0.3
H 1.522 -0.986 -4.916 0.4 0.4 0.2
C -2.060 1.231 5.694 0.8 1.7 0.2
C -3.132 1.322 4.644 -0.1 0.1 1.1
C -4.544 1.113 5.223 0.9 -0.4 -0.5
O -3.009 2.586 4.034 0.1 0.3 0.2
H -1.764 0.228 5.878 0.3 -1.0 0.3
H -2.369 1.701 6.629 -0.1 0.0 0.1
H -1.164 1.810 5.356 -0.6 -0.5 0.2
H -2.908 0.555 3.930 -0.1 -0.5 -0.6
H -5.207 1.116 4.354 -0.4 0.0 0.4
H -4.762 1.935 5.911 -0.2 -0.2 -0.1
H -4.586 0.128 5.733 -0.2 0.6 -0.2
H -3.676 2.617 3.351 -0.4 0.3 -0.7
C -0.641 6.845 3.270 -0.1 -0.5 1.5
C 0.052 5.966 4.340 0.0 1.0 -1.9
C -0.394 6.417 5.702 -1.0 0.4 0.4
O 0.130 5.580 6.707 -0.8 -0.8 -0.2
C 1.089 6.200 7.468 1.5 -0.3 0.4
N -0.210 4.552 4.016 -0.6 0.9 0.4
H -1.608 6.401 3.082 -0.7 0.3 0.1
H -0.128 6.783 2.351 0.8 0.1 -1.1
H -0.694 7.873 3.640 -0.2 -0.1 -0.4
H 1.118 6.206 4.196 0.0 -0.5 0.5
H -1.502 6.401 5.781 0.4 -0.3 -0.2
H -0.152 7.481 5.898 0.3 -0.4 -0.2
H 1.547 5.500 8.177 -0.2 -0.1 -0.3
H 0.712 7.002 8.052 -0.7 1.0 0.6
H 1.863 6.618 6.834 0.5 0.1 -0.1
H -1.247 4.474 3.894 1.2 -0.4 0.3
H 0.045 4.084 4.877 -0.2 -0.7 0.0
C -0.422 -5.049 0.435 -1.7 2.2 1.8
C 0.213 -3.687 0.857 0.1 0.2 -0.2
C 1.566 -3.770 1.605 0.1 -0.3 -0.8
O 1.428 -4.480 2.810 -0.8 0.2 0.0
C 2.585 -4.870 3.519 -0.8 0.9 -0.7
N 0.523 -2.809 -0.326 -0.2 0.2 0.8
H -1.541 -4.766 0.275 1.9 -1.1 -0.1
H -0.321 -5.749 1.278 -0.2 0.2 -0.2
H 0.056 -5.459 -0.399 0.5 -0.6 -1.5
H -0.558 -3.254 1.543 0.6 0.1 -0.3
H 1.965 -2.748 1.756 -0.2 -0.3 0.2
H 2.275 -4.302 0.948 -0.1 0.1 0.1
H 3.170 -5.585 2.966 0.4 -0.3 -0.2
H 2.132 -5.255 4.388 0.1 -1.1 1.3
H 3.172 -4.023 3.846 0.5 0.4 -0.2
H 0.714 -1.847 0.017 -0.4 -1.3 -0.5
H -0.254 -2.738 -0.992 0.0 -0.2 0.5
C -2.452 3.477 0.109 -0.5 0.4 -0.4
C -3.294 2.217 0.167 0.4 -0.3 -0.6
C -4.777 2.441 0.434 1.0 0.1 -0.9
O -4.989 2.556 1.816 0.3 -0.5 -0.1
C -6.345 2.699 2.105 -0.5 -0.2 0.6
N -3.174 1.511 -1.152 -0.9 0.2 1.2
H -2.796 4.199 0.846 0.3 0.0 0.4
H -2.656 3.975 -0.858 0.3 -0.3 0.2
H -1.375 3.282 0.213 -0.3 0.1 0.0
H -2.935 1.535 0.948 0.0 0.2 0.1
H -5.263 1.562 -0.037 -0.4 0.4 0.5
H -5.095 3.380 -0.049 -0.2 -0.3 -0.2
H -6.416 2.531 3.189 -0.5 0.1 -0.4
H -6.976 2.009 1.525 0.2 -0.3 0.3
H -6.709 3.683 1.833 0.0 0.5 0.1
H -3.386 0.556 -0.884 -0.2 -0.4 -0.4
H -2.197 1.485 -1.340 1.0 0.0 -0.4
C -2.269 0.203 -4.473 1.4 2.0 0.2
C -2.998 1.043 -5.525 -0.2 0.2 1.4
C -2.684 0.577 -6.925 -0.8 0.3 -0.9
O -1.281 0.585 -7.125 -0.3 -0.7 1.4
C -0.814 1.064 -8.326 -0.2 -1.0 -1.3
N -4.431 0.953 -5.209 0.1 -0.6 0.1
H -1.170 0.292 -4.695 -0.9 -0.3 0.5
H -2.555 -0.813 -4.466 -0.5 -1.3 -0.4
H -2.512 0.604 -3.460 0.4 -0.1 -0.7
H -2.658 2.097 -5.508 0.1 -0.4 0.4
H -3.131 1.263 -7.682 0.0 -0.3 0.5
H -3.156 -0.408 -7.055 0.4 -0.1 -0.2
H -0.761 2.120 -8.367 0.2 1.3 0.1
H -1.394 0.734 -9.174 -0.8 -0.1 -0.3
H 0.128 0.609 -8.554 0.9 0.0 0.3
H -4.704 0.962 -4.210 0.8 0.1 -0.9
H -4.882 1.708 -5.663 -0.9 0.7 -0.3
C -1.604 -2.862 4.576 1.1 2.1 1.6
C -1.961 -4.256 4.910 -1.0 -2.0 -0.2
C -2.577 -5.025 3.639 0.6 -0.6 2.0
O -3.697 -4.532 2.994 -0.1 0.7 -0.8
C -4.848 -4.339 3.749 0.4 -0.1 1.3
N -0.794 -5.143 5.413 -1.5 1.5 -1.5
H -0.940 -2.745 3.724 0.4 -0.1 0.0
H -1.169 -2.312 5.498 -0.3 -1.0 -1.5
H -2.484 -2.263 4.355 -0.4 -0.2 -0.2
H -2.755 -4.157 5.694 0.7 -0.6 -0.4
H -2.729 -6.074 4.018 -0.3 0.6 -0.4
H -1.843 -5.090 2.855 0.7 0.1 -0.1
H -5.637 -4.022 3.102 -0.7 -0.6 -0.7
H -4.790 -3.473 4.410 0.5 0.1 0.5
H -5.020 -5.235 4.379 -0.5 0.4 -0.4
H -0.170 -5.060 4.585 -0.1 -0.6 0.8
H -1.192 -6.098 5.436 0.6 0.6 -0.1
C 1.264 -3.011 -6.744 -0.1 0.2 0.2
C -0.025 -2.614 -6.044 -1.3 -0.8 1.1
C -1.138 -3.679 -6.246 0.1 -0.5 0.3
O -2.336 -3.336 -5.478 1.6 0.9 -0.8
C -3.331 -4.297 -5.472 -1.3 -0.5 -0.7
N 0.231 -2.367 -4.645 0.9 -0.4 2.1
H 1.999 -2.201 -6.645 -0.3 -0.1 -0.5
H 0.993 -3.271 -7.758 0.4 0.2 -0.5
H 1.762 -3.893 -6.330 -0.4 -0.1 0.3
H -0.428 -1.664 -6.358 0.0 0.4 -1.0
H -0.768 -4.643 -5.857 0.0 0.1 0.0
H -1.286 -3.856 -7.344 -0.6 0.4 0.7
H -4.223 -3.933 -4.907 0.8 0.0 -0.4
H -3.007 -5.232 -5.001 0.1 -0.1 -0.1
H -3.682 -4.505 -6.517 0.2 -0.1 0.7
H -0.573 -2.024 -4.079 0.8 -0.7 -0.9
H 0.753 -3.152 -4.155 -1.0 1.1 -0.6
C 3.955 -3.885 -2.975 -0.1 -0.3 -0.3
C 3.120 -5.139 -2.700 -0.6 0.7 0.6
C 3.515 -5.826 -1.381 0.3 1.6 0.7
O 2.569 -6.876 -1.205 0.8 1.0 -0.4
C 2.803 -7.573 -0.025 1.3 0.1 0.2
N 1.682 -4.721 -2.797 0.9 -1.4 -0.4
H 4.107 -3.905 -4.023 0.5 0.1 -1.2
H 4.942 -3.887 -2.520 0.0 0.1 0.3
H 3.436 -2.931 -2.868 -0.1 -0.2 0.8
H 3.280 -5.868 -3.486 0.1 -0.2 -0.2
H 3.476 -5.073 -0.468 -0.1 -1.3 -1.6
H 4.649 -6.092 -1.422 -1.8 -0.3 0.0
H 3.609 -8.297 -0.212 -0.5 -0.5 0.2
H 1.871 -7.969 0.328 -0.3 -0.6 0.2
H 3.237 -6.902 0.717 -0.3 0.2 0.4
H 1.556 -4.101 -2.023 -0.6 0.5 0.8
H 1.085 -5.552 -2.661 0.4 0.7 0.1
C 3.320 0.890 5.486 -1.9 1.5 -1.3
C 1.948 1.102 6.162 2.2 -1.0 0.8
C 1.572 -0.202 6.884 0.3 -0.1 -0.5
O 1.174 -1.131 5.837 0.3 1.4 0.8
C 1.747 -2.395 5.991 -0.8 -0.9 -0.7
N 2.079 2.208 7.086 0.9 -0.4 -0.2
H 3.351 -0.014 4.944 -0.2 -1.0 -1.0
H 4.089 0.808 6.166 1.6 0.1 1.9
H 3.549 1.741 4.810 -0.1 -0.5 0.2
H 1.235 1.268 5.413 -1.3 0.3 -1.3
H 0.747 -0.131 7.634 0.5 0.2 -0.5
H 2.513 -0.535 7.383 -0.8 -0.1 -0.1
H 1.081 -3.072 5.425 0.5 0.0 0.3
H 1.694 -2.668 7.038 0.3 -0.4 0.2
H 2.765 -2.467 5.575 -0.1 0.2 0.3
H 2.444 3.025 6.607 -0.1 0.0 0.1
H 1.165 2.399 7.375 -1.5 0.9 0.9
C 0.937 5.369 -7.334 -0.2 1.5 0.3
C -0.461 5.515 -6.732 -0.6 -0.1 -1.5
C -0.933 4.278 -5.973 -1.3 0.6 1.0
O -0.305 4.288 -4.715 0.6 -0.3 -0.1
C -0.783 3.289 -3.823 0.8 0.5 -1.5
N -0.639 6.742 -6.013 -0.7 0.9 0.6
H 1.207 6.306 -7.910 -0.4 -1.2 0.4
H 1.032 4.454 -7.913 0.1 0.1 -0.1
H 1.611 5.349 -6.483 0.4 -0.3 0.0
H -1.206 5.731 -7.525 0.5 -1.0 -0.3
H -0.821 3.309 -6.482 0.2 0.2 -0.1
H -2.028 4.433 -5.732 0.6 -0.3 -0.6
H -1.831 3.429 -3.667 -0.9 0.0 0.5
H -0.182 3.465 -2.971 0.2 -0.1 1.4
H -0.593 2.293 -4.219 0.0 -0.2 0.0
H -0.135 6.855 -5.137 -0.2 -0.4 -0.1
H -1.657 6.826 -5.872 0.9 0.4 0.4
C -0.344 1.132 2.492 0.6 -1.1 0.9
C 0.419 -0.095 1.921 -0.1 1.3 0.5
C 0.982 0.240 0.544 0.9 0.5 0.5
O 0.022 0.213 -0.483 -0.2 -0.6 1.1
C 0.656 0.291 -1.701 1.6 0.6 -1.7
N 1.557 -0.475 2.777 0.2 0.8 1.6
H 0.303 1.988 2.377 0.1 0.5 0.1
H -0.594 1.014 3.567 0.5 -0.1 -0.6
H -1.290 1.322 2.047 -0.7 0.2 -0.8
H -0.241 -0.975 1.882 0.1 0.2 -0.3
H 1.801 -0.480 0.388 -0.2 -0.1 -0.3
H 1.515 1.237 0.500 -0.6 -0.6 0.4
H 1.600 -0.388 -1.807 -1.8 0.8 0.1
H 1.014 1.350 -1.880 -0.1 -0.8 0.1
H -0.090 0.085 -2.480 0.3 -0.2 0.1
H 1.188 -0.526 3.769 0.7 -0.1 -1.3
H 2.299 0.273 2.833 -1.1 -0.8 -0.4
C -5.022 -2.999 -1.689 -0.6 2.0 -0.8
C -3.654 -2.368 -1.335 -0.3 0.1 -1.0
C -3.303 -2.251 0.151 0.4 -0.1 -1.1
O -4.071 -1.282 0.782 -0.3 1.1 0.1
C -3.786 -0.980 2.135 -1.5 -0.9 0.3
N -2.549 -3.145 -1.886 0.9 -0.6 -0.9
H -5.286 -3.880 -1.129 0.0 -0.2 0.6
H -5.003 -3.322 -2.758 -0.1 0.5 0.7
H -5.811 -2.170 -1.565 0.8 -1.5 -0.1
H -3.594 -1.361 -1.843 -0.2 -0.8 0.7
H -2.209 -2.069 0.045 -0.5 0.3 1.1
H -3.503 -3.213 0.596 0.3 -0.6 0.4
H -4.394 -0.093 2.382 0.2 -0.4 0.0
H -2.762 -0.751 2.312 1.2 0.2 -0.1
H -4.045 -1.838 2.822 0.1 0.7 -0.7
H -2.746 -4.140 -1.958 -0.1 0.2 0.2
H -2.250 -2.875 -2.827 -0.4 0.1 0.3
C 6.485 -1.528 2.506 -0.5 -0.8 -0.3
C 5.284 -2.317 2.000 -0.8 0.0 0.3
C 4.698 -1.789 0.687 0.6 0.7 0.0
O 4.599 -0.354 0.774 0.1 -1.2 0.1
C 4.325 0.120 -0.505 -1.2 0.4 -0.5
N 5.479 -3.760 1.828 0.6 -0.2 0.5
H 6.689 -1.826 3.541 0.5 -0.1 -0.4
H 6.274 -0.481 2.509 -0.2 0.7 0.0
H 7.269 -1.706 1.781 0.8 0.0 0.3
H 4.517 -2.216 2.792 -0.1 0.0 -0.5
H 3.728 -2.241 0.508 -0.4 0.0 0.1
H 5.279 -2.017 -0.251 0.1 -0.1 1.0
H 4.259 1.213 -0.432 -0.2 -0.3 -0.2
H 3.337 -0.325 -0.857 1.3 0.7 0.0
H 5.125 -0.126 -1.215 -0.1 -0.1 0.0
H 5.722 -4.185 2.741 -0.1 0.3 -0.9
H 6.270 -3.918 1.193 -0.3 0.0 0.4
C 3.348 3.309 1.540 -0.9 -0.3 0.5
C 3.026 4.640 0.926 1.5 1.5 -0.3
C 1.951 4.479 -0.096 -2.3 0.0 -0.5
O 1.590 5.672 -0.806 0.6 -0.2 0.5
C 2.356 5.878 -1.964 0.3 -0.2 -0.7
N 2.739 5.620 1.982 0.1 0.8 -0.6
H 3.608 2.578 0.799 -0.1 -0.4 -0.6
H 2.434 2.947 2.080 0.9 0.1 -0.1
H 4.225 3.367 2.161 0.1 0.1 0.7
H 3.968 5.005 0.418 -0.9 -0.3 0.2
H 0.955 4.202 0.381 1.3 0.0 -0.2
H 2.217 3.690 -0.824 0.0 0.1 0.1
H 2.258 5.005 -2.625 -0.1 0.1 -0.1
H 3.457 5.988 -1.817 -0.7 0.3 0.3
H 1.921 6.746 -2.477 0.4 -0.2 0.2
H 2.135 5.190 2.648 -0.7 -0.2 0.5
H 2.317 6.520 1.662 0.5 -1.4 0.1
```
Positions in Å, forces in eV/Å.

---

Record 2
Below is a cluster of 3 separate species, C5H12O2 in total, with properties calculated with ωB97M-V/def2-TZVPD.

The HOMO energy comes out at -9.67 eV. The HOMO-LUMO gap comes out at 10.6 eV. Its total charge is 0. The value obtained for the LUMO energy is 0.035 Eh. As for the structure (SMILES): COCC=O.[H][H].C=C. Its energy above the lowest of the compared OMol25 structures with the same formula, charge and spin is 379.7 kJ/mol. As for the max |F|: 0.6 eV Å⁻¹.

Geometry as XYZ:
```
19
Properties=species:S:1:pos:R:3:forces:R:3
C -0.593 -2.365 1.672 0.1 -0.5 0.0
C -0.370 -2.918 0.485 0.0 -0.2 0.3
O -0.485 -1.232 -1.450 -0.1 0.6 -0.2
C -0.580 -0.067 -1.147 0.1 -0.3 -0.5
C 0.632 0.804 -0.911 0.1 -0.2 -0.2
O 0.255 1.998 -0.287 0.0 0.0 -0.1
C 1.322 2.914 -0.234 0.2 0.2 0.0
H -0.904 -0.477 1.160 -0.1 0.4 0.0
H 0.215 -1.955 2.276 -0.1 -0.2 -0.1
H -1.596 -2.283 2.085 0.2 -0.1 0.0
H -1.180 -3.297 -0.132 0.1 0.0 0.1
H 0.628 -2.979 0.061 -0.2 0.0 0.1
H -1.552 0.461 -1.124 0.1 0.0 0.0
H -0.964 0.219 0.898 -0.1 0.2 0.4
H 1.391 0.252 -0.335 -0.2 0.0 -0.1
H 1.046 0.993 -1.917 0.1 0.1 0.1
H 1.664 3.182 -1.246 -0.1 0.0 0.2
H 2.180 2.508 0.323 -0.2 0.0 -0.1
H 0.958 3.810 0.272 0.1 -0.1 -0.1
```
Positions in Å, forces in eV/Å.

---

Record 3
Below is a structure of composition C6H18N2NbO3 in a non-equilibrium geometry, with properties calculated with ωB97M-V/def2-TZVPD.

The HOMO energy comes out at -4.92 eV. The HOMO-LUMO gap comes out at 7.3 eV. Its total charge is -1. The value obtained for the LUMO energy is 0.086 Eh. As for the max |F|: 5.2 eV Å⁻¹.

Geometry as XYZ:
```
30
Properties=species:S:1:pos:R:3:forces:R:3
N 3.238 -0.437 -1.580 -3.3 -3.3 -2.2
C 2.403 -1.397 -2.096 1.2 2.9 -0.2
C 1.237 -1.088 -3.255 2.8 -1.4 -0.5
Nb -0.790 -1.699 -2.458 0.0 2.2 0.3
O -1.586 0.233 -2.396 0.8 -0.7 -0.1
N -0.724 1.206 -2.700 0.8 0.9 1.7
O -0.009 1.526 -1.765 -1.2 -0.4 -1.7
H 2.983 0.462 -2.053 0.1 -0.9 0.5
H 2.518 -2.525 -1.770 -0.3 2.5 -0.5
H 1.503 -1.854 -4.132 -0.6 1.5 1.7
H 1.335 -0.027 -3.731 0.0 -1.8 1.1
H -0.253 -1.499 -0.703 -0.1 -0.7 0.2
H -2.421 -2.323 -1.901 0.0 -0.4 -0.2
H -1.398 -1.833 -4.195 -0.2 -0.6 -0.2
H -0.217 -3.425 -2.443 -0.1 0.2 0.1
C -0.173 2.313 1.223 0.3 0.0 0.0
C -1.223 1.231 1.399 0.1 -0.2 -0.1
O -0.677 -0.038 1.757 0.0 0.1 0.3
C 0.054 -0.090 2.979 -0.2 0.0 -0.3
C -0.768 0.296 4.196 -0.2 0.1 0.1
H 0.560 2.017 0.465 -0.2 0.0 0.1
H -0.643 3.252 0.908 0.0 -0.1 0.0
H 0.373 2.507 2.148 -0.1 0.1 0.1
H -1.745 1.087 0.447 0.2 -0.2 0.1
H -1.986 1.532 2.125 0.0 0.1 0.1
H 0.960 0.521 2.904 0.0 0.1 0.1
H 0.392 -1.126 3.098 -0.1 0.1 -0.3
H -1.123 1.328 4.138 0.1 0.0 0.0
H -0.171 0.198 5.108 0.0 0.0 -0.1
H -1.650 -0.348 4.282 0.1 0.0 0.0
```
Positions in Å, forces in eV/Å.

---

Record 4
Below is an isolated molecule of C4H9NOS in a non-equilibrium geometry, with properties calculated with ωB97M-V/def2-TZVPD.

The HOMO energy (spin up / spin down) comes out at -8.13 / -7.11 eV. The HOMO-LUMO gap (spin up / spin down) comes out at 8.8 / 6.8 eV. Its total charge is 0. The value obtained for the LUMO energy (spin up / spin down) is 0.026 / -0.011 Eh. Its energy above the lowest of the compared OMol25 structures with the same formula, charge and spin is 518.9 kJ/mol. As for the max |F|: 3.9 eV Å⁻¹.

Geometry as XYZ:
```
16
Properties=species:S:1:pos:R:3:forces:R:3
C 0.220 1.347 -0.612 0.6 1.1 3.3
C 1.649 1.214 0.261 -0.4 1.6 -3.5
C -0.873 0.542 -0.069 -0.8 -1.4 0.0
C -1.785 -1.624 -0.188 0.3 -0.4 -0.7
N 1.537 -1.328 0.399 0.0 -0.6 1.2
O -1.301 -0.490 -0.934 0.0 0.9 1.8
S 2.573 -0.222 -0.227 -1.9 -0.4 1.4
H 0.032 2.464 -0.547 0.0 -1.2 -0.6
H 0.319 0.906 -1.557 0.8 0.2 -1.7
H 2.214 2.118 -0.002 0.1 -0.2 -0.2
H 1.480 1.332 1.278 -0.5 -0.4 2.0
H -1.391 0.611 0.933 0.8 0.0 -1.3
H -2.650 -2.072 -0.681 -0.1 0.4 -0.2
H -2.084 -1.289 0.808 0.2 -0.4 0.0
H -1.009 -2.421 -0.206 -0.2 0.7 0.5
H 1.069 -1.089 1.345 1.1 0.2 -2.0
```
Positions in Å, forces in eV/Å.

---

What did the second record say?
Below is a cluster of 3 separate species, C5H12O2 in total, with properties calculated with ωB97M-V/def2-TZVPD.

The HOMO energy comes out at -9.67 eV. The HOMO-LUMO gap comes out at 10.6 eV. Its total charge is 0. The value obtained for the LUMO energy is 0.035 Eh. As for the structure (SMILES): COCC=O.[H][H].C=C. Its energy above the lowest of the compared OMol25 structures with the same formula, charge and spin is 379.7 kJ/mol. As for the max |F|: 0.6 eV Å⁻¹.

Geometry as XYZ:
```
19
Properties=species:S:1:pos:R:3:forces:R:3
C -0.593 -2.365 1.672 0.1 -0.5 0.0
C -0.370 -2.918 0.485 0.0 -0.2 0.3
O -0.485 -1.232 -1.450 -0.1 0.6 -0.2
C -0.580 -0.067 -1.147 0.1 -0.3 -0.5
C 0.632 0.804 -0.911 0.1 -0.2 -0.2
O 0.255 1.998 -0.287 0.0 0.0 -0.1
C 1.322 2.914 -0.234 0.2 0.2 0.0
H -0.904 -0.477 1.160 -0.1 0.4 0.0
H 0.215 -1.955 2.276 -0.1 -0.2 -0.1
H -1.596 -2.283 2.085 0.2 -0.1 0.0
H -1.180 -3.297 -0.132 0.1 0.0 0.1
H 0.628 -2.979 0.061 -0.2 0.0 0.1
H -1.552 0.461 -1.124 0.1 0.0 0.0
H -0.964 0.219 0.898 -0.1 0.2 0.4
H 1.391 0.252 -0.335 -0.2 0.0 -0.1
H 1.046 0.993 -1.917 0.1 0.1 0.1
H 1.664 3.182 -1.246 -0.1 0.0 0.2
H 2.180 2.508 0.323 -0.2 0.0 -0.1
H 0.958 3.810 0.272 0.1 -0.1 -0.1
```
Positions in Å, forces in eV/Å.